The following is a quantum chemistry calculation of 2 unconnected molecules or ions with the total composition C4H9NO in a non-equilibrium geometry, from OMol25.

<S²>   0.76
Kohn-Sham gap (spin up / spin down)   5.58 / 5.88 eV
HOMO (spin up / spin down)   -1.517 / -1.846 eV
Charge   -1
Relative energy (zero: lowest compared OMol25 entry of this formula, charge and spin)   59.6 kcal/mol
LUMO energy (spin up / spin down)   4.064 / 4.035 eV
2S+1   2

Geometry (Å):
C  -1.191939  0.188991  -0.817861
N  -0.302689  0.658304  0.191190
C  -0.842845  0.438795  1.555896
C  1.082300  0.416071  0.103173
C  1.768574  -0.623087  -0.766363
O  2.681177  -1.411576  -0.372399
H  -0.780828  0.383760  -1.799075
H  -2.193279  0.626015  -0.694935
H  -1.431419  -0.888645  -0.764694
H  -1.577608  -0.367954  1.513380
H  -0.023933  0.139859  2.191583
H  -1.259473  1.385812  1.896506
H  1.720850  1.095254  0.665927
H  0.585324  -1.617292  -1.036013
H  1.765788  -0.424306  -1.866316

Forces on the atoms, in the same order (eV/Å):
C -0.80 -0.72 -0.13
N 0.47 -0.06 1.02
C 0.35 0.48 -1.12
C 0.55 -0.50 -0.97
C -2.67 -2.48 -1.16
O 1.43 0.92 0.98
H -0.08 0.10 -0.24
H 0.20 0.65 -0.11
H 0.54 0.02 -0.01
H -0.18 0.04 0.27
H 0.10 -0.06 0.33
H -0.42 -0.12 0.38
H -0.12 -0.19 0.28
H 0.55 1.20 0.32
H 0.07 0.74 0.16

---

The following is a quantum chemistry calculation of a molecular structure, C4H9NO in a non-equilibrium geometry, from OMol25.

<S²>   0.75
Kohn-Sham gap (spin up / spin down)   5.31 / 5.92 eV
HOMO (spin up / spin down)   -1.234 / -1.878 eV
Charge   -1
Relative energy (zero: lowest compared OMol25 entry of this formula, charge and spin)   129.8 kcal/mol
LUMO energy (spin up / spin down)   4.076 / 4.041 eV
2S+1   2

Geometry (Å):
C  1.847800  0.073609  0.754455
N  1.460660  -0.501325  1.933059
C  0.053796  -0.706541  1.421361
C  -0.860857  -0.005289  0.392811
C  -0.916726  -0.382231  -1.040889
O  -1.770930  0.160867  -1.821977
H  1.938868  1.183791  0.791218
H  2.128681  -0.412274  -0.202555
H  -0.156971  2.553797  -2.719911
H  -0.125985  1.967680  -2.255743
H  0.016002  -1.725420  0.989022
H  -0.537668  -0.802008  2.333078
H  -1.560772  0.687338  0.824222
H  -1.402502  -1.001991  -0.079317
H  -0.113397  -1.090003  -1.318834

Forces on the atoms, in the same order (eV/Å):
C 2.50 1.87 0.34
N -2.20 0.97 -2.00
C -0.19 -2.88 1.42
C 1.23 -1.29 -0.73
C -0.31 4.29 -1.08
O 1.65 -1.64 0.68
H 0.43 -0.34 -0.70
H -0.30 -0.18 0.14
H 0.09 -0.08 0.12
H -0.06 0.19 -0.16
H 0.21 -0.47 0.05
H -0.59 -0.02 0.16
H -0.53 0.33 -0.63
H -1.57 -0.73 2.58
H -0.36 -0.03 -0.19

---

The following is a quantum chemistry calculation of C4H9NO in the gas phase, from OMol25.

Kohn-Sham gap   7.57 eV
HOMO   -7.075 eV
Charge   0
Relative energy (zero: lowest compared OMol25 entry of this formula, charge and spin)   83.4 kcal/mol
LUMO energy   0.492 eV

Geometry (Å):
C  2.048447  -0.462360  0.028084
C  0.884058  0.489860  -0.222592
C  -0.268270  0.230888  0.716983
O  -0.197216  -0.272451  1.809473
N  -1.586067  0.621868  0.210381
C  -2.172039  -0.491783  -0.701316
H  1.766826  -1.489608  -0.222583
H  2.911959  -0.180349  -0.581595
H  2.338597  -0.442736  1.081911
H  1.200088  1.529100  -0.041267
H  0.536108  0.434894  -1.258783
H  -1.577115  1.490607  -0.323053
H  -1.456405  -0.546615  -1.535862
H  -2.051576  -1.397852  -0.091409
H  -2.213470  0.736080  1.007361

Forces on the atoms, in the same order (eV/Å):
C 0.06 -0.05 0.02
C 0.01 -0.01 -0.01
C 0.14 -0.25 0.32
O -0.07 0.30 -0.53
N -0.10 0.20 0.17
C 0.21 -0.10 -0.03
H 0.03 0.16 0.03
H -0.14 -0.04 0.09
H -0.03 0.00 -0.17
H -0.07 -0.13 -0.01
H 0.03 0.03 0.17
H 0.03 -0.15 0.07
H -0.14 -0.03 0.10
H -0.03 0.09 -0.11
H 0.06 -0.02 -0.12

---

The following is a quantum chemistry calculation of 3 unconnected molecules or ions with the total composition C4H9NO in a non-equilibrium geometry, from OMol25.

Kohn-Sham gap (spin up / spin down)   8.78 / 8.78 eV
HOMO (spin up / spin down)   -9.530 / -9.529 eV
Charge   0
Relative energy (zero: lowest compared OMol25 entry of this formula, charge and spin)   109.8 kcal/mol
LUMO energy (spin up / spin down)   -0.753 / -0.752 eV

Geometry (Å):
C  0.264249  0.194448  0.370021
C  2.654798  0.221449  -0.662852
C  -2.008473  -0.978414  0.226953
C  -1.233903  0.306288  0.185044
O  0.766290  -0.957218  0.666444
N  -1.709214  1.483580  0.168011
H  -2.725364  1.498776  0.068811
H  1.244156  0.685690  -0.626979
H  0.602554  1.071368  0.946434
H  3.056668  0.073413  0.327006
H  3.141111  1.043286  -1.175012
H  2.511469  -0.694215  -1.213640
H  -1.651265  -1.648155  -0.557885
H  -1.834635  -1.490334  1.174440
H  -3.078443  -0.809961  0.103205

Forces on the atoms, in the same order (eV/Å):
C 0.38 -4.07 4.33
C -2.83 2.06 -0.90
C 0.06 -0.11 -0.33
C -0.42 0.12 -0.54
O -2.15 2.80 -0.88
N 0.34 -0.05 -0.39
H 0.06 -0.16 0.27
H 4.41 -0.69 -0.85
H 0.28 0.20 -0.55
H -0.57 0.06 0.34
H 0.28 -0.22 -0.33
H 0.06 -0.08 -0.17
H -0.03 -0.04 0.07
H 0.07 0.06 -0.04
H 0.07 0.10 -0.03

---

The following is a quantum chemistry calculation of a molecular structure, C4H9NO in a non-equilibrium geometry, from OMol25.

Kohn-Sham gap   10.39 eV
HOMO   -9.419 eV
Charge   0
Relative energy (zero: lowest compared OMol25 entry of this formula, charge and spin)   115.8 kcal/mol
LUMO energy   0.968 eV

Geometry (Å):
C  -0.329554  -1.534241  0.548253
C  0.217649  -0.312993  -0.233505
C  -0.693689  0.521829  -0.866092
C  0.120940  0.812155  0.968309
H  -1.069894  -0.899324  1.233312
H  -0.621039  -2.194828  -0.090823
H  0.472385  -1.931227  1.235736
H  2.171450  -1.040975  -0.200473
H  2.053581  0.045167  -1.356664
H  -0.361922  1.001889  -1.599559
H  -1.589225  0.024336  -1.176226
H  -0.018703  0.502782  2.037657
H  1.060383  1.622763  1.258768
N  1.531080  -0.753773  -0.885973
O  -1.088331  1.403166  0.294786

Forces on the atoms, in the same order (eV/Å):
C 1.50 6.25 4.83
C 5.54 -2.23 5.44
C -6.75 -1.12 3.83
C 2.54 2.62 0.96
H 0.59 -2.80 -1.48
H -2.49 -4.38 -3.44
H -0.81 0.39 -0.76
H 0.67 -0.72 1.34
H -1.25 -1.11 0.66
H 2.96 4.55 -6.03
H -0.78 -0.38 -0.47
H -0.59 -0.31 -1.10
H -2.32 -1.73 -1.83
N -1.68 2.95 -1.55
O 2.88 -1.99 -0.40

---

The following is a quantum chemistry calculation of C4H9NO in the gas phase, from OMol25.

Kohn-Sham gap   8.49 eV
HOMO   -7.566 eV
Charge   0
Relative energy (zero: lowest compared OMol25 entry of this formula, charge and spin)   44.2 kcal/mol
LUMO energy   0.921 eV
Structure (SMILES)   C=C(O)N(C)C

Geometry (Å):
C  -0.576024  -1.457252  -0.211890
N  0.245662  -0.270630  -0.229799
C  1.632661  -0.464935  -0.595909
C  -0.241930  0.883660  0.310258
O  0.724096  1.804410  0.591358
C  -1.526980  1.193711  0.602322
H  -0.068790  -2.271951  0.323103
H  -1.511022  -1.234521  0.303078
H  -0.800037  -1.797879  -1.229815
H  1.691267  -1.018629  -1.541064
H  2.170501  -1.050926  0.164959
H  2.136541  0.493759  -0.710964
H  -1.689870  1.862367  1.439741
H  -2.386798  0.710114  0.166325
H  0.200723  2.618703  0.618297

Forces on the atoms, in the same order (eV/Å):
C -0.11 -0.12 -0.02
N -0.14 0.22 0.07
C 0.12 0.05 -0.05
C -0.11 -0.24 -0.08
O -0.05 0.01 0.11
C -0.14 -0.15 0.08
H 0.00 0.11 -0.10
H 0.15 -0.12 -0.08
H 0.00 0.00 0.11
H -0.02 0.12 0.10
H -0.12 0.11 -0.08
H -0.09 -0.12 -0.01
H -0.06 0.32 -0.37
H 0.12 -0.25 0.18
H 0.47 0.06 0.14

---

The following is a quantum chemistry calculation of 2 unconnected molecules or ions with the total composition C4H9NO in a non-equilibrium geometry, from OMol25.

Kohn-Sham gap   9.30 eV
HOMO   -8.518 eV
Charge   0
Relative energy (zero: lowest compared OMol25 entry of this formula, charge and spin)   103.0 kcal/mol
LUMO energy   0.782 eV
Structure (SMILES)   C=CN.C=CO

Geometry (Å):
C  1.190105  2.756637  -0.219598
C  0.684205  1.577895  -0.797190
N  0.332987  1.421245  -2.180898
H  0.984382  3.505365  -0.924210
H  1.679110  2.613022  0.664182
H  0.803716  0.763045  -0.175966
H  1.195901  1.416843  -2.779230
H  -0.054033  0.479044  -2.259796
C  -1.708487  -2.078511  0.381224
C  -0.956942  -2.105598  1.469892
O  0.292298  -1.431290  1.386505
H  -2.590491  -2.735242  0.398259
H  -1.722708  -1.087895  -0.015213
H  -1.235755  -2.425405  2.461340
H  1.017287  -1.929707  1.798907

Forces on the atoms, in the same order (eV/Å):
C -3.34 -4.63 -4.56
C 2.46 4.15 0.48
N 0.69 -0.65 0.40
H 0.69 2.11 -0.01
H 0.98 0.67 2.28
H -0.31 -2.32 0.87
H -1.18 0.24 0.89
H -0.01 0.39 -0.33
C -1.59 -0.47 1.64
C 2.40 0.55 -0.20
O -0.92 0.04 0.47
H 0.09 0.86 -0.09
H 0.47 0.04 -1.90
H 0.32 -1.10 -0.02
H -0.74 0.12 0.06

---

The following is a quantum chemistry calculation of 2 unconnected molecules or ions with the total composition C4H9NO, from OMol25.

Kohn-Sham gap   10.39 eV
HOMO   -9.449 eV
Charge   0
Relative energy (zero: lowest compared OMol25 entry of this formula, charge and spin)   69.4 kcal/mol
LUMO energy   0.939 eV
Structure (SMILES)   C1CN2C[C@@H]12.O

Geometry (Å):
O  -1.339533  1.356680  -2.227431
C  0.301722  0.828933  0.331336
C  0.759960  0.012417  1.556793
N  0.862773  -1.255103  0.772773
C  -0.460328  -1.507328  0.205709
C  0.405821  -0.493861  -0.429376
H  -0.463444  1.759240  -2.200987
H  -0.696626  1.275760  0.363951
H  1.022170  1.592846  0.026273
H  1.756367  0.295192  1.901785
H  0.077888  -0.046050  2.412301
H  -0.542939  -2.485862  -0.260125
H  -1.348404  -1.182936  0.750016
H  -1.213210  0.498201  -1.804173
H  0.877781  -0.648129  -1.398846

Forces on the atoms, in the same order (eV/Å):
O 0.10 -0.05 -0.05
C -0.01 0.08 -0.01
C 0.06 0.11 0.30
N 0.13 -0.12 0.13
C -0.21 -0.10 -0.03
C 0.03 0.06 -0.34
H -0.14 -0.01 -0.04
H 0.19 -0.06 -0.01
H -0.08 -0.17 0.04
H -0.16 -0.04 0.03
H 0.09 -0.02 -0.12
H 0.04 0.19 0.05
H 0.17 -0.01 -0.04
H -0.09 0.09 -0.09
H -0.12 0.05 0.16